Entry 1:
A single C4H5NO3 molecule in a non-equilibrium geometry. Source: the Open Molecules 2025 dataset; level of theory: ωB97M-V with the def2-TZVPD basis set.

XYZ file:
```
13
C4H5NO3 (ωB97M-V with the def2-TZVPD basis set)
C 1.731 -0.362 -0.239
C 1.096 0.941 -0.224
C -1.285 0.463 0.268
C -1.527 -1.155 0.070
H 1.183 1.564 0.808
H 1.654 1.562 -0.896
H -2.326 1.029 0.112
H -1.027 0.778 1.325
H -2.586 -1.785 -0.096
N -0.450 -1.743 -0.355
O 2.886 -0.678 0.223
O -0.275 0.831 -0.692
O 0.927 -1.443 -0.304
```

Entry 2:
A single C22H27NO2 molecule. Source: the Open Molecules 2025 dataset; level of theory: ωB97M-V with the def2-TZVPD basis set.

XYZ file:
```
52
C22H27NO2 (ωB97M-V with the def2-TZVPD basis set)
O -0.940 1.436 5.969
C -0.135 2.027 5.302
O 1.171 2.049 5.610
H 1.337 1.538 6.418
C -0.431 2.837 4.066
C -1.454 2.139 3.168
C -0.872 0.871 2.548
C -1.843 0.154 1.614
C -2.213 0.985 0.385
C -2.711 0.110 -0.766
N -1.696 -0.819 -1.230
H -2.133 -1.524 -1.816
C -0.595 -0.203 -1.985
C 0.537 0.226 -1.081
C 0.972 1.544 -1.092
C 1.988 1.965 -0.252
C 2.580 1.063 0.614
C 2.165 -0.258 0.615
C 1.152 -0.688 -0.229
C 0.754 -2.129 -0.293
C 1.273 -2.750 -1.589
C 0.668 -2.274 -2.887
C -0.131 -1.145 -3.078
C -0.588 -0.858 -4.365
C -0.272 -1.645 -5.453
C 0.527 -2.760 -5.267
C 0.981 -3.057 -3.999
H 1.605 -3.928 -3.853
H 0.791 -3.392 -6.101
H -0.643 -1.391 -6.434
H -1.210 0.014 -4.514
H 1.128 -3.834 -1.537
H 2.354 -2.576 -1.649
H -0.332 -2.216 -0.258
H 1.184 -2.672 0.551
H 2.635 -0.966 1.283
H 3.365 1.384 1.282
H 2.313 2.996 -0.270
H 0.507 2.254 -1.763
H -0.970 0.708 -2.486
H -3.068 0.768 -1.581
H -3.560 -0.486 -0.420
H -2.999 1.701 0.631
H -1.338 1.544 0.054
H -1.369 -0.765 1.269
H -2.748 -0.119 2.161
H -0.587 0.188 3.351
H 0.033 1.124 1.990
H -2.332 1.885 3.765
H -1.759 2.829 2.381
H 0.502 3.016 3.532
H -0.829 3.797 4.403
```

Calculated values (eV) of relative energy (zero: lowest compared OMol25 entry of this formula, charge and spin) for the records, taken in order: 5.914 0.080.